1.
{"formula": "C32H34Cl3FeN5OSSiTe", "method": "ωB97M-V/def2-TZVPD", "mol_weight_g_mol": 854.62, "e_homo_ev": [-2.93, -5.19], "relative_energy_kj_mol": 130.7, "total_charge": -1, "multiplicity": 6, "species": ["Fe", "N", "C", "S", "N", "N", "C", "C", "C", "C", "C", "C", "N", "H", "H", "H", "H", "H", "H", "H", "C", "C", "C", "C", "C", "C", "Te", "N", "C", "O", "C", "C", "C", "C", "C", "C", "C", "C", "C", "C", "C", "C", "C", "C", "C", "C", "C", "C", "H", "H", "H", "H", "H", "H", "H", "H", "H", "H", "H", "H", "H", "H", "H", "H", "H", "H", "H", "H", "H", "H", "H", "H", "H", "H", "H", "Cl", "Si", "Cl", "Cl"], "positions_angstrom": [[-0.80646, 2.15823, -1.82727], [-3.33159, 6.49793, -2.41820], [-2.51683, 5.37876, -2.25829], [-1.64614, 5.42067, -0.70146], [-2.50942, 4.52282, -3.20155], [-1.78779, 3.36810, -3.18005], [-1.91010, 2.69165, -4.33823], [-1.16464, 1.53094, -4.56600], [-1.19807, 0.77514, -5.76817], [-0.41205, -0.33397, -5.89133], [0.43386, -0.71996, -4.83108], [0.41506, 0.04383, -3.68409], [-0.35353, 1.11619, -3.53920], [-3.03297, 7.30411, -1.89966], [-3.54136, 6.68405, -3.38793], [-2.58334, 3.08078, -5.09153], [-1.85176, 1.09188, -6.57139], [-0.43379, -0.91562, -6.80536], [1.07552, -1.58714, -4.90443], [1.03631, -0.19372, -2.82670], [6.16885, -3.27072, 2.14616], [4.80481, -2.79638, 1.72668], [4.58662, -2.26146, 0.46400], [3.32974, -1.81208, 0.07131], [3.17023, -1.22057, -1.29947], [2.26176, -1.88926, 0.97515], [0.24907, -1.09707, 0.37318], [-1.01487, 0.36289, -0.64676], [-2.07625, -0.04389, -1.31718], [-2.71234, 0.80765, -2.00274], [-2.60157, -1.44854, -1.32638], [-1.88806, -2.49969, -1.89065], [-2.43179, -3.77575, -1.92641], [-3.68641, -4.01263, -1.38662], [-4.40829, -2.96473, -0.83218], [-3.87562, -1.68604, -0.81481], [0.13792, 0.13538, 2.09622], [1.19188, 0.95339, 2.53559], [2.45723, 1.20691, 1.77160], [1.04530, 1.63435, 3.74291], [-0.11028, 1.56272, 4.49808], [-0.25492, 2.33714, 5.77756], [-1.16178, 0.80192, 4.01083], [-1.06427, 0.09801, 2.81905], [-2.29046, -0.62399, 2.33965], [2.45388, -2.46339, 2.23634], [1.33803, -2.62180, 3.23305], [3.72747, -2.90019, 2.59193], [6.89862, -3.11693, 1.35107], [6.15790, -4.33467, 2.39316], [6.51595, -2.73316, 3.03107], [5.41584, -2.18796, -0.23289], [4.09412, -1.31711, -1.87218], [2.90648, -0.16607, -1.24989], [2.37644, -1.72534, -1.85658], [-0.91800, -2.31263, -2.32848], [-1.87140, -4.58606, -2.37683], [-4.10624, -5.01140, -1.40598], [-5.39490, -3.14343, -0.42094], [-4.43995, -0.85370, -0.41232], [2.29210, 1.13194, 0.70517], [3.24857, 0.51323, 2.05930], [2.80183, 2.22292, 1.97442], [1.85913, 2.26970, 4.07869], [0.68228, 2.82155, 6.05149], [-0.55739, 1.68736, 6.60155], [-1.01708, 3.11229, 5.67250], [-2.09678, 0.76795, 4.56251], [-2.89985, -0.94439, 3.18627], [-2.05575, -1.49822, 1.73426], [-2.89160, 0.04484, 1.72032], [0.38190, -2.79109, 2.73805], [1.22831, -1.72544, 3.84570], [1.53991, -3.46739, 3.89436], [3.87589, -3.34044, 3.57508], [-3.80529, 2.89530, 0.21457], [-1.80306, 3.33577, -0.12662], [-0.94637, 3.41729, 1.75081], [1.30161, 2.60846, -1.13183]], "forces_ev_per_a": [[-0.173, -0.538, -0.057], [-0.135, -0.005, -0.103], [0.132, -0.279, -0.022], [-0.030, -0.130, -0.039], [-0.189, 0.249, 0.057], [0.286, -0.155, -0.106], [0.037, 0.110, 0.137], [0.100, -0.114, 0.014], [-0.038, 0.072, -0.008], [-0.039, 0.022, -0.060], [0.091, -0.056, 0.070], [0.048, -0.036, -0.035], [-0.218, 0.147, 0.002], [0.034, 0.130, 0.068], [-0.001, 0.008, -0.008], [-0.002, 0.010, -0.020], [0.002, -0.005, 0.010], [-0.012, 0.009, 0.001], [0.001, 0.017, 0.013], [-0.030, -0.006, -0.021], [0.060, -0.008, 0.007], [0.031, -0.008, -0.060], [-0.015, -0.069, 0.072], [-0.102, 0.069, 0.244], [-0.016, -0.129, -0.146], [0.201, 0.122, -0.096], [0.117, 0.076, 0.155], [0.008, 0.154, -0.137], [-0.070, 0.182, -0.178], [0.129, -0.105, 0.126], [-0.166, -0.056, 0.030], [-0.110, 0.041, 0.004], [0.036, -0.018, -0.001], [-0.019, -0.091, -0.007], [-0.063, 0.022, 0.032], [0.103, 0.023, 0.004], [0.184, 0.183, 0.021], [-0.180, -0.123, 0.028], [0.103, -0.110, 0.071], [-0.001, -0.052, 0.013], [-0.014, -0.010, 0.039], [-0.005, 0.020, 0.047], [0.006, -0.010, 0.053], [0.050, -0.086, 0.004], [-0.082, -0.063, 0.038], [-0.038, 0.052, -0.106], [-0.001, -0.047, 0.082], [-0.025, -0.037, 0.034], [0.005, -0.004, 0.010], [0.006, 0.009, 0.000], [0.007, -0.009, -0.004], [-0.002, 0.002, -0.003], [-0.029, 0.018, 0.009], [-0.065, 0.186, 0.010], [0.033, -0.004, -0.004], [0.112, 0.036, -0.041], [-0.005, 0.005, 0.005], [0.005, 0.015, -0.002], [0.017, 0.003, -0.006], [-0.004, -0.004, 0.005], [0.018, -0.056, -0.177], [0.047, -0.085, 0.015], [-0.009, -0.053, -0.033], [-0.004, -0.002, -0.013], [-0.004, 0.001, 0.007], [-0.003, 0.010, -0.005], [0.001, 0.006, 0.009], [0.008, -0.001, -0.012], [-0.018, 0.024, -0.015], [-0.050, -0.042, 0.028], [-0.019, 0.023, -0.054], [-0.034, -0.025, 0.014], [-0.025, 0.033, 0.021], [-0.015, 0.042, -0.009], [-0.010, 0.009, -0.016], [-0.018, 0.026, 0.047], [-0.010, 0.085, 0.079], [-0.047, 0.081, -0.063], [0.127, 0.297, -0.070]], "lowdin_charge": [0.22, 0.02, -0.80, 0.63, -0.01, -0.12, -0.11, -0.28, -0.04, -0.10, -0.09, -0.15, 0.00, 0.05, 0.08, 0.11, 0.10, 0.09, 0.09, 0.07, -0.06, -0.28, -0.02, -0.31, -0.09, -0.33, 1.67, -0.24, -0.67, -0.08, -0.19, -0.08, -0.09, -0.11, -0.09, -0.03, -0.37, -0.31, -0.08, -0.06, -0.30, -0.05, -0.05, -0.33, -0.08, -0.30, -0.07, -0.03, 0.07, 0.08, 0.08, 0.11, 0.08, 0.05, 0.06, 0.09, 0.10, 0.09, 0.10, 0.12, -0.02, 0.08, 0.08, 0.12, 0.07, 0.08, 0.08, 0.12, 0.08, 0.02, 0.07, 0.05, 0.08, 0.08, 0.12, 0.24, -0.48, 0.33, 0.05]}

=====

2.
{"formula": "C4H7N3O", "method": "ωB97M-V/def2-TZVPD", "mol_weight_g_mol": 113.12, "e_homo_ev": [-7.31, -9.40], "relative_energy_kj_mol": 54.3, "total_charge": 0, "multiplicity": 3, "species": ["C", "C", "C", "C", "N", "N", "N", "O", "H", "H", "H", "H", "H", "H", "H"], "positions_angstrom": [[0.65881, 1.21333, -0.30098], [1.18429, 0.07912, -1.06966], [0.56786, -0.84997, -0.01477], [-0.73935, 0.77273, 1.70295], [-0.98014, -1.51430, -1.54734], [-0.58143, -1.60741, -0.37207], [0.14817, 0.31726, 0.69842], [0.50799, 2.38768, -0.22333], [0.57307, -0.15408, -1.95989], [2.17829, -0.02626, -1.41887], [1.20864, -1.59683, 0.46550], [-1.82162, 0.55047, 1.56472], [-0.27350, 0.49051, 2.70358], [-0.76051, 1.86087, 1.37447], [-1.87057, -1.92311, -1.60272]], "forces_ev_per_a": [[-1.563, -1.217, 3.610], [-1.002, -1.588, -2.454], [0.386, -0.788, 2.187], [-0.127, 0.811, 0.348], [-0.801, -0.417, -0.605], [1.221, -0.239, -0.377], [1.502, 1.658, -1.863], [0.619, 1.497, -1.374], [0.208, 0.739, 0.050], [1.226, 0.108, 0.309], [0.434, 0.645, 0.419], [0.728, -0.850, 0.296], [-1.262, 0.906, -0.922], [0.330, -0.747, 1.608], [-1.900, -0.517, -1.232]], "lowdin_charge": [-0.42, -0.01, -0.31, -0.05, 0.06, 0.00, -0.08, 0.10, 0.11, 0.11, 0.14, 0.09, 0.11, 0.10, 0.06]}

=====

3.
{"formula": "C14H20N3RhS5", "method": "ωB97M-V/def2-TZVPD", "mol_weight_g_mol": 493.58, "e_homo_ev": -14.71, "relative_energy_kj_mol": 164.7, "total_charge": 2, "species": ["Rh", "C", "S", "C", "S", "N", "N", "C", "C", "C", "C", "C", "C", "N", "H", "H", "H", "H", "H", "H", "H", "H", "C", "C", "S", "C", "C", "S", "C", "C", "S", "H", "H", "H", "H", "H", "H", "H", "H", "H", "H", "H", "H"], "positions_angstrom": [[0.21248, 0.32989, 0.19237], [-1.09223, 3.61182, 3.86996], [-2.04172, 3.31557, 2.36299], [-0.82308, 2.97514, 1.23805], [0.44850, 1.65135, 2.00185], [-0.62063, 3.09172, 0.00324], [0.06609, 2.13903, -0.65157], [0.79343, 2.46842, -1.65269], [1.77768, 1.47469, -2.09898], [2.66255, 1.74250, -3.11998], [3.67874, 0.82276, -3.37988], [3.77531, -0.30269, -2.58533], [2.84102, -0.49976, -1.57404], [1.84535, 0.34929, -1.34174], [-1.84751, 3.71272, 4.64641], [-0.52490, 4.53176, 3.77844], [-0.45710, 2.74732, 4.05583], [0.75052, 3.46491, -2.07936], [2.57641, 2.65736, -3.69031], [4.38830, 1.00368, -4.17575], [4.56134, -1.02998, -2.73066], [2.90293, -1.36893, -0.93404], [-2.48325, -1.67892, -1.37901], [-3.03815, -0.94937, -0.16176], [-1.96568, 0.16099, 0.83032], [-1.78921, -0.73691, 2.39029], [-0.94254, -1.97837, 2.24125], [0.65407, -1.58228, 1.42811], [0.82423, -2.95587, 0.24680], [0.09606, -2.78746, -1.07923], [-1.65232, -3.25009, -1.03742], [-1.84562, -1.03719, -1.98960], [-3.33567, -1.94349, -2.00614], [-3.44924, -1.66458, 0.55069], [-3.84643, -0.28429, -0.46813], [-2.77437, -0.98129, 2.78980], [-1.32681, -0.00805, 3.05168], [-1.42397, -2.73492, 1.62393], [-0.72410, -2.40194, 3.22114], [0.50359, -3.84785, 0.78717], [1.89647, -3.07496, 0.08642], [0.59432, -3.39884, -1.83281], [0.15518, -1.75290, -1.42832]], "forces_ev_per_a": [[0.443, -0.881, -0.930], [-0.057, -0.155, -0.245], [-0.785, 1.480, -0.350], [2.655, -2.813, 1.053], [-0.489, 0.562, -0.352], [-2.487, 1.689, -0.754], [0.539, 0.108, 0.386], [0.221, -0.229, -0.244], [-0.269, 0.182, 0.097], [0.073, -0.105, -0.074], [-0.059, 0.045, 0.055], [-0.021, -0.046, -0.023], [-0.009, -0.076, -0.121], [0.204, 0.352, 0.438], [0.061, -0.024, 0.059], [0.034, 0.000, 0.048], [0.037, 0.096, 0.236], [-0.010, 0.041, 0.108], [-0.015, -0.006, -0.004], [0.007, -0.009, 0.005], [0.011, 0.012, 0.000], [0.000, 0.008, 0.010], [0.035, 0.019, 0.076], [0.081, -0.087, -0.194], [-0.225, 0.235, 0.591], [-0.039, -0.166, 0.115], [0.009, -0.093, -0.004], [-0.092, -0.242, 0.057], [0.144, -0.088, 0.099], [0.025, 0.055, 0.059], [-0.056, 0.037, -0.053], [0.006, -0.022, -0.029], [-0.016, 0.035, 0.007], [0.003, 0.032, 0.038], [0.042, 0.051, -0.009], [-0.055, 0.033, -0.135], [-0.020, -0.009, 0.062], [-0.075, 0.033, 0.022], [0.093, -0.009, -0.024], [-0.009, -0.037, -0.067], [0.018, 0.077, 0.054], [-0.040, -0.059, 0.021], [0.091, -0.030, -0.083]], "lowdin_charge": [0.48, -0.35, 0.92, -0.87, 0.60, -0.03, -0.19, 0.02, -0.23, 0.03, 0.01, 0.01, -0.08, 0.02, 0.06, 0.06, 0.00, 0.16, 0.14, 0.14, 0.13, 0.11, -0.50, -0.41, 0.89, -0.47, -0.43, 0.89, -0.47, -0.53, 0.94, 0.08, 0.09, 0.09, 0.09, 0.11, 0.04, 0.05, 0.11, 0.10, 0.08, 0.09, 0.03]}